Record 1
Density functional theory data (ωB97M-V with the def2-TZVPD basis set) for a structure of composition C36H62NO2OsSi2Te5.

ORCA input file:
```
! wB97M-V def2-TZVPD RIJCOSX def2/J DEFGRID3
* xyz 1 5
Os 2.027 0.076 -0.054
C -4.008 4.649 0.173
C -2.685 4.745 0.950
C -2.165 6.192 0.907
C -2.958 4.372 2.408
C -1.646 3.834 0.310
C -0.976 2.869 1.016
C 0.014 2.100 0.383
N 0.791 1.180 1.021
C 0.443 0.583 2.245
C 0.183 1.239 3.429
C -0.120 0.497 4.569
C -0.142 -0.885 4.452
C 0.135 -1.595 3.277
C 0.450 -0.830 2.145
O 0.880 -1.299 0.952
C 0.087 -3.126 3.356
C -1.328 -3.538 3.796
C 1.111 -3.616 4.389
C 0.385 -3.824 2.029
C -0.360 1.226 5.887
C 0.946 1.927 6.297
C -0.774 0.274 7.012
C -1.474 2.268 5.708
C 0.232 2.195 -1.022
O 0.993 1.256 -1.568
C -0.430 3.214 -1.749
C -1.322 4.006 -1.052
C -0.206 3.417 -3.249
C -0.793 2.212 -4.000
C 1.294 3.557 -3.544
C -0.891 4.682 -3.775
H -4.751 5.307 0.625
H -4.391 3.627 0.196
H -3.892 4.943 -0.870
H -2.868 6.855 1.414
H -2.043 6.546 -0.117
H -1.199 6.266 1.409
H -3.740 5.020 2.804
H -2.069 4.508 3.027
H -3.299 3.338 2.498
H -1.192 2.692 2.058
H 0.268 2.317 3.469
H -0.361 -1.464 5.337
H -1.570 -3.160 4.789
H -1.406 -4.627 3.822
H -2.073 -3.157 3.095
H 0.915 -3.215 5.384
H 2.122 -3.326 4.097
H 1.074 -4.706 4.451
H -0.263 -3.442 1.245
H 0.206 -4.896 2.138
H 1.421 -3.680 1.722
H 1.745 1.194 6.424
H 0.808 2.453 7.244
H 1.264 2.653 5.548
H 0.013 -0.448 7.238
H -1.691 -0.262 6.761
H -0.959 0.852 7.917
H -1.192 3.054 5.005
H -1.691 2.740 6.667
H -2.389 1.796 5.344
H -1.828 4.793 -1.588
H -0.437 1.276 -3.570
H -0.502 2.243 -5.052
H -1.883 2.227 -3.941
H 1.831 2.638 -3.320
H 1.728 4.360 -2.945
H 1.450 3.792 -4.598
H -1.977 4.623 -3.687
H -0.653 4.794 -4.834
H -0.534 5.574 -3.257
Te 3.419 -0.428 2.043
Te 5.950 -0.719 1.302
Te 6.320 0.539 -1.015
Te 3.801 1.316 -1.610
C -1.808 -4.852 -1.122
Si -0.839 -4.758 -2.727
C -1.764 -5.648 -4.101
C 0.865 -5.540 -2.534
C -0.786 -2.918 -3.276
Te 0.242 -1.422 -2.136
C 2.132 -2.187 -2.747
Si 2.610 -1.891 -4.602
C 2.178 -3.454 -5.562
C 4.468 -1.614 -4.641
C 1.678 -0.389 -5.240
H -1.838 -5.877 -0.750
H -2.838 -4.517 -1.261
H -1.355 -4.232 -0.349
H -1.851 -6.708 -3.855
H -1.250 -5.573 -5.062
H -2.774 -5.255 -4.230
H 0.737 -6.618 -2.416
H 1.398 -5.182 -1.651
H 1.494 -5.382 -3.412
H -1.823 -2.575 -3.320
H -0.382 -2.859 -4.289
H 2.100 -3.257 -2.543
H 2.892 -1.730 -2.114
H 2.761 -4.305 -5.207
H 2.423 -3.310 -6.617
H 1.122 -3.722 -5.506
H 5.009 -2.432 -4.161
H 4.751 -0.685 -4.146
H 4.814 -1.557 -5.676
H 0.595 -0.518 -5.158
H 1.905 -0.199 -6.290
H 1.959 0.500 -4.670
*
```

Total energy ... -98608.027 eV
ΔE to the lowest compared entry with this formula, charge and spin ... 11.3 kcal/mol
LUMO level (alpha / beta) ... -0.1242 / -0.1952 Eh

***

Record 2
Density functional theory data (ωB97M-V with the def2-TZVPD basis set) for a cluster of 3 separate species, C36H63BF6N2O10 in total.

ORCA input file:
```
! wB97M-V def2-TZVPD RIJCOSX def2/J DEFGRID3
* xyz 0 1
C 2.037 0.587 -2.817
C 2.907 -0.189 -1.633
O 2.234 -0.871 -0.616
C 1.388 -2.011 -0.778
C 1.854 -2.831 -2.107
O 3.235 -3.277 -2.215
C 3.746 -3.184 -3.617
C -0.097 -1.442 -1.159
C -1.341 -1.677 -0.127
C -2.438 -0.619 -0.730
O -3.573 -0.157 -0.187
O -2.367 -0.106 -2.150
C -2.182 -3.104 -0.352
C -2.398 -3.464 -1.969
F -3.629 -3.028 0.091
C -0.741 -1.470 1.368
N -1.935 -1.855 2.280
C -0.480 0.094 1.854
F 0.558 0.817 1.072
F 0.018 0.230 3.281
C -1.746 1.110 1.952
C -1.815 2.336 0.812
C -3.049 3.465 0.830
C -4.256 3.437 1.944
C -4.202 2.252 3.076
C -5.368 2.104 4.258
F -6.724 1.980 3.603
F -5.430 3.275 5.165
F -5.216 0.827 5.043
C -2.950 1.153 3.055
N 0.469 -2.377 1.708
B 0.189 -3.345 2.887
O 0.818 -3.063 4.234
C -0.698 -4.712 2.892
C -1.080 -5.119 4.471
C 1.439 -2.861 0.670
C 1.554 -4.499 0.424
C 0.419 -5.352 -0.287
C 3.021 -2.743 1.240
C 3.629 -1.483 1.984
C 5.098 -1.954 2.637
C 6.368 -1.086 2.069
O 6.161 0.365 2.349
H 2.718 0.901 -3.736
H 1.137 -0.038 -3.229
H 1.606 1.593 -2.364
H 3.768 -0.756 -2.238
H 3.512 0.714 -1.124
H 1.657 -2.149 -3.073
H 1.185 -3.781 -2.381
H 3.173 -3.894 -4.351
H 4.867 -3.560 -3.561
H 3.785 -2.082 -4.018
H 0.002 -0.248 -1.173
H -0.337 -1.693 -2.301
H -1.795 -3.985 0.293
H -3.001 -4.488 -2.093
H -1.376 -3.631 -2.534
H -3.020 -2.656 -2.542
H -2.830 -1.466 1.890
H -1.885 -1.385 3.208
H -1.035 2.471 -0.050
H -3.046 4.325 0.017
H -5.135 4.206 2.011
H -2.962 0.362 3.917
H 1.071 -1.649 2.220
H 0.543 -2.090 4.378
H 0.010 -5.586 2.528
H -1.731 -4.669 2.347
H -0.102 -5.335 5.118
H -1.882 -5.966 4.542
H -1.597 -4.135 4.908
H 2.547 -4.713 -0.215
H 1.839 -5.121 1.406
H -0.200 -4.874 -1.154
H 0.947 -6.299 -0.798
H -0.402 -5.871 0.410
H 3.727 -2.964 0.300
H 3.279 -3.648 1.982
H 3.901 -0.524 1.342
H 3.035 -1.053 2.927
H 5.092 -1.826 3.809
H 5.338 -3.089 2.426
H 7.358 -1.470 2.616
H 6.422 -1.248 0.897
H 5.972 0.801 1.458
C 0.705 5.062 3.613
O 1.956 5.264 2.964
C 1.985 4.684 1.657
C 1.834 5.756 0.573
O 0.519 6.320 0.586
C 0.494 7.609 1.188
H 0.685 5.674 4.520
H -0.134 5.359 2.977
H 0.600 4.012 3.898
H 1.219 3.908 1.552
H 2.965 4.208 1.544
H 1.968 5.286 -0.407
H 2.599 6.534 0.680
H 0.980 8.335 0.531
H 0.984 7.609 2.165
H -0.550 7.905 1.324
C -4.933 2.168 -5.920
O -3.784 2.092 -6.756
C -3.117 3.352 -6.874
C -1.851 3.389 -6.012
O -2.175 3.385 -4.618
C -1.965 2.111 -4.021
H -5.288 1.151 -5.730
H -4.703 2.639 -4.959
H -5.725 2.726 -6.426
H -3.789 4.180 -6.620
H -2.829 3.462 -7.924
H -1.317 4.324 -6.212
H -1.179 2.559 -6.263
H -0.893 1.910 -3.943
H -2.450 1.313 -4.590
H -2.392 2.129 -3.015
*
```

Structure (SMILES) ... CCO[C@]1(COC)C[C@@](C(=O)[O-])([C@H](C)F)[C@](N)(C(F)(F)c2cccc(C(F)(F)F)c2)[N@@H+](B(O)CC)[C@]1(CC)CCCCO.COCCOC.COCCOC
Total energy ... -78765.181 eV
ΔE to the lowest compared entry with this formula, charge and spin ... 431.0 kcal/mol
LUMO level ... -0.0272 Eh

***

Record 3
Density functional theory data (ωB97M-V with the def2-TZVPD basis set) for a cluster of 2 separate species, C36H63F2Si4 in total.

ORCA input file:
```
! wB97M-V def2-TZVPD RIJCOSX def2/J DEFGRID3
* xyz 1 1
C 5.604 5.574 2.186
C 4.694 4.363 2.020
C 3.397 4.675 1.264
C 2.471 3.450 1.062
Si 2.186 2.828 -0.707
C 0.354 2.855 -1.102
C 3.093 3.923 -1.920
C 2.812 1.075 -0.946
Si 1.922 -0.254 0.029
H 0.435 -0.276 -0.341
C 2.829 -1.862 -0.349
Si 2.605 -2.529 -2.087
C 3.212 -4.291 -2.216
C 0.789 -2.511 -2.535
C 3.561 -1.422 -3.280
C 4.610 -2.130 -4.141
C 5.375 -1.110 -4.992
C 6.474 -1.744 -5.826
C 2.068 0.047 1.863
Si 1.274 -1.182 3.041
C 2.541 -1.991 4.160
C 0.107 -0.198 4.132
C 0.343 -2.571 2.152
C -1.188 -2.525 2.322
C -1.734 -3.877 2.774
C -3.245 -3.903 2.947
H 6.485 5.288 2.762
H 5.939 5.956 1.218
H 5.098 6.385 2.716
H 5.238 3.562 1.501
H 4.437 3.967 3.012
H 2.839 5.425 1.849
H 3.645 5.153 0.305
H 2.825 2.614 1.680
H 1.473 3.729 1.433
H 0.190 2.585 -2.156
H -0.222 2.158 -0.479
H -0.040 3.868 -0.941
H 2.937 3.559 -2.946
H 2.717 4.954 -1.861
H 4.174 3.935 -1.722
H 2.739 0.858 -2.029
H 3.890 1.028 -0.689
H 3.907 -1.644 -0.198
H 2.565 -2.647 0.380
H 3.076 -4.667 -3.239
H 4.276 -4.379 -1.957
H 2.638 -4.938 -1.538
H 0.669 -2.841 -3.578
H 0.239 -3.210 -1.888
H 0.339 -1.516 -2.433
H 2.831 -0.930 -3.943
H 4.060 -0.628 -2.704
H 5.325 -2.691 -3.515
H 4.131 -2.871 -4.802
H 4.655 -0.596 -5.641
H 5.799 -0.344 -4.328
H 6.972 -0.971 -6.412
H 7.218 -2.229 -5.189
H 6.071 -2.492 -6.514
H 3.151 0.087 2.097
H 1.650 1.038 2.110
H 2.049 -2.717 4.824
H 3.319 -2.518 3.591
H 3.028 -1.233 4.790
H -0.437 -0.855 4.826
H 0.692 0.522 4.725
H -0.622 0.364 3.528
H 0.559 -2.574 1.076
H 0.749 -3.513 2.554
H -1.507 -1.752 3.037
H -1.645 -2.244 1.359
H -1.432 -4.639 2.043
H -1.257 -4.154 3.726
H -3.543 -4.885 3.323
H -3.581 -3.142 3.661
H -3.761 -3.731 1.997
F -7.203 4.424 -2.639
C -6.181 3.511 -2.806
C -5.301 3.691 -3.868
C -4.297 2.718 -4.035
C -4.148 1.657 -3.149
C -5.018 1.515 -2.027
C -4.819 0.483 -1.054
C -5.662 0.288 0.042
C -5.712 -0.853 0.845
C -6.621 -1.051 1.939
C -7.678 -0.125 2.214
C -8.488 -0.324 3.325
F -9.495 0.581 3.564
C -8.335 -1.394 4.201
C -7.309 -2.314 3.920
C -6.491 -2.170 2.809
C -6.094 2.452 -1.915
H -5.424 4.536 -4.543
H -3.614 2.825 -4.879
H -3.358 0.921 -3.299
H -3.976 -0.190 -1.199
H -6.332 1.104 0.327
H -4.992 -1.652 0.648
H -7.861 0.714 1.550
H -8.991 -1.493 5.058
H -7.169 -3.160 4.594
H -5.737 -2.934 2.577
H -6.833 2.347 -1.127
*
```

Total energy ... -75295.986 eV
ΔE to the lowest compared entry with this formula, charge and spin ... 0.0 kcal/mol
LUMO level ... -0.2232 Eh